Record 1
A gas-phase ion, C16H20NO (charge +1), computed with ωB97M-V/def2-TZVPD.

Last column: Mulliken charge in e.
CARTESIAN COORDINATES (ANGSTROEM)
H -1.205 -1.683 1.837  0.4419
C 1.133 -0.268 2.237  -1.2116
H 5.418 3.363 2.120  0.3362
H 2.241 2.201 2.225  0.3389
C -2.078 -0.615 0.187  0.5059
C 4.600 -0.456 0.753  -0.6204
C 2.902 1.457 1.802  -0.4351
H 5.267 -1.201 0.347  0.4134
C -3.619 -0.481 -2.144  0.7629
C -1.228 -0.674 1.422  -1.1853
H 3.791 3.922 1.726  0.3598
O -4.371 -0.306 -3.238  -0.4350
H -3.814 -1.885 -4.469  0.3485
H 1.146 -1.269 2.673  0.4261
H -5.276 -2.161 -3.475  0.3528
C -2.324 -1.755 -0.566  -0.7740
C 3.353 -0.832 1.221  -0.6203
H 4.965 3.601 0.440  0.3591
C -3.088 -1.699 -1.716  -0.3692
H 0.160 0.657 0.660  0.4456
C 2.501 0.127 1.754  0.7010
H -3.270 -2.606 -2.269  0.4244
H -1.593 0.016 2.184  0.4144
H -3.784 1.605 -1.723  0.4438
C 4.152 1.844 1.338  0.7087
H -1.931 -2.709 -0.244  0.3709
C 4.598 3.267 1.409  -1.4401
C 4.994 0.868 0.810  -0.5794
H 0.759 0.438 2.981  0.4330
C -4.706 -1.419 -4.041  -0.8404
H 0.540 -0.919 0.367  0.4518
H 3.054 -1.870 1.191  0.4402
C -3.363 0.672 -1.387  -0.6241
H -2.437 1.500 0.337  0.4258
H 5.970 1.153 0.449  0.4433
N 0.179 -0.279 1.086  -0.0433
H -5.326 -1.024 -4.843  0.2399
C -2.605 0.603 -0.242  -0.4099

Computed properties:
- HOMO-LUMO gap (eV) = 9.1
- HOMO level (eV) = -11.685
- energy above the lowest of the compared OMol25 structures with the same formula, charge and spin (eV) = 0.633
- SMILES = COc1ccc(C[NH2+]Cc2cccc(C)c2)cc1
- spin multiplicity = 1
- net charge = +1

Record 2
A molecular structure, C16H21BF2N3OPdSi at a distorted geometry, computed with ωB97M-V/def2-TZVPD.

Last column: Mulliken charge in e.
CARTESIAN COORDINATES (ANGSTROEM)
C -1.301 3.210 -1.735  0.0507
H -2.052 5.027 -2.598  0.3795
Pd 0.183 0.100 0.041  -0.0351
C -1.027 -4.156 0.413  -0.5502
H 1.000 5.128 0.871  0.3211
H -4.371 1.433 -3.039  0.3917
H -0.174 -5.855 1.410  0.3927
H 0.515 2.346 1.416  0.2819
C -0.067 -4.802 1.172  -0.1389
H 4.145 4.205 2.601  0.3218
H 2.627 3.585 3.270  0.3128
C 1.960 4.971 0.372  -1.0905
H -2.844 -0.672 -2.699  0.2714
C 3.407 3.401 2.528  -1.0851
H 1.024 1.833 -0.241  -0.0645
O -2.910 -2.800 -1.069  -0.8603
C 1.363 1.980 0.829  -0.1046
H -3.706 -0.315 -1.237  0.3142
H 4.789 3.655 -0.422  0.3391
N -1.692 -0.836 -0.946  -0.2362
C -0.861 -2.805 0.132  0.3978
H -1.908 -4.644 0.022  0.4451
C 4.023 2.874 -0.414  -1.0807
H 4.491 1.924 -0.151  0.3110
B 1.816 0.529 1.312  0.5601
C -2.720 -0.199 -1.713  -0.5748
H 2.634 5.775 0.680  0.3343
C -3.503 1.972 -2.679  -0.7535
Si 2.670 3.280 0.809  0.2445
C 1.029 -4.087 1.624  -0.8614
N 0.195 -2.117 0.572  -0.1348
C 1.120 -2.742 1.297  -0.2667
H 1.797 5.070 -0.705  0.2908
H 1.808 -4.546 2.219  0.3708
F 1.666 0.164 2.640  -0.3330
C -1.937 -2.100 -0.709  0.0857
F 3.006 0.003 0.805  -0.3484
H 1.956 -2.138 1.624  0.4804
C -3.351 3.320 -2.917  -0.2948
H -0.399 3.665 -1.333  0.1860
C -2.219 3.971 -2.437  -0.7291
N -1.446 1.908 -1.501  0.0064
H 3.623 2.778 -1.426  0.3155
C -2.518 1.281 -1.955  0.4118
H -4.106 3.866 -3.471  0.3877
H 3.894 2.460 2.794  0.3378

Computed properties:
- HOMO-LUMO gap (eV) = 6.5
- HOMO level (eV) = -3.619
- energy above the lowest of the compared OMol25 structures with the same formula, charge and spin (eV) = 0.000
- spin multiplicity = 1
- net charge = -1

Record 3
A molecular structure, C16H21CeCl3OS at a distorted geometry, computed with ωB97M-V/def2-TZVPD.

Last column: Mulliken charge in e.
CARTESIAN COORDINATES (ANGSTROEM)
H -0.592 2.082 -2.730  0.3216
H -2.590 3.816 -0.129  0.2636
H -2.409 -1.464 2.195  0.3237
Cl 1.184 2.898 1.725  -0.4973
H -0.958 3.523 0.558  0.2066
C 3.069 -3.234 1.180  -0.1982
C -1.891 1.799 -0.272  0.2112
H 4.271 -1.834 -1.695  0.3624
C -2.565 1.520 2.198  -1.4551
H -2.266 1.758 -3.317  0.1970
Cl 2.017 1.955 -1.664  -0.4851
H 2.579 -2.910 2.099  0.2661
C 4.149 -3.969 -1.302  -0.4779
C 3.206 -4.577 0.848  -0.5115
H -2.485 0.715 2.931  0.3211
H -3.996 -1.418 1.375  0.2278
C -1.403 1.345 -2.767  -1.5713
O 0.650 -0.954 -0.653  -0.5482
C -1.789 0.942 -1.402  0.8363
C -2.907 -1.460 1.217  -1.7016
H -2.680 -2.410 0.722  0.3588
H -1.832 2.278 2.481  0.2723
H 0.850 -1.424 -1.484  0.2490
Cl 0.480 -0.428 2.727  -0.4823
H -1.183 3.579 -1.182  0.3213
C 3.619 -2.244 0.325  0.2095
C 4.025 -2.620 -0.982  -0.3818
H 3.943 -6.011 -0.604  0.3325
C -1.653 3.250 -0.250  -1.2677
H -3.569 1.958 2.262  0.3000
C 3.787 -4.956 -0.370  -0.2890
S 3.894 -0.666 0.880  -0.4492
H -1.033 0.475 -3.323  0.3211
C -2.471 -0.319 0.395  0.7687
H 4.546 -4.259 -2.273  0.3105
H -1.610 -1.481 -2.713  0.3908
C -2.164 -0.364 -0.990  0.2171
H -3.330 -1.595 -2.273  0.2209
H -2.109 -2.469 -1.303  0.4001
Ce 1.389 0.620 0.484  0.9566
C -2.301 1.015 0.843  0.6215
H 2.869 -5.340 1.553  0.3120
C -2.305 -1.544 -1.864  -1.7838

Computed properties:
- HOMO-LUMO gap (alpha / beta) (eV) = 4.8 / 4.8
- HOMO level (alpha / beta) (eV) = -0.082 / -0.082
- spin multiplicity = 1
- net charge = -2

Record 4
A molecular structure, C16H21Cl3ORu at a distorted geometry, computed with ωB97M-V/def2-TZVPD.

Last column: Mulliken charge in e.
CARTESIAN COORDINATES (ANGSTROEM)
H -0.283 -3.524 -1.395  0.3492
C 2.005 0.811 4.614  -0.4020
Ru 0.014 0.076 0.139  -0.0392
H 1.909 2.256 -1.822  0.3726
H 3.740 1.506 3.543  0.3496
C 0.911 0.336 2.139  0.4944
H -1.330 2.175 -3.652  0.3313
H -3.205 -0.561 -3.325  0.3563
O 2.852 3.727 0.234  -1.0163
C 1.979 -1.849 -1.704  -1.6818
Cl 0.586 -2.042 1.065  -0.4796
C -0.587 -1.469 -1.865  2.1733
C 0.761 -1.009 -1.710  -0.5068
H 2.857 -1.282 -1.403  0.3637
C -0.593 0.811 -2.199  1.8344
H 2.730 1.125 1.294  0.1350
H -3.328 0.573 -1.969  0.3283
C 0.705 0.293 4.502  -0.4947
C 1.986 1.219 -2.157  -1.9072
C -2.888 -0.378 -2.290  -1.6403
Cl -2.195 0.064 0.850  -0.5673
C -1.051 2.157 -2.592  -2.0576
C 0.140 0.075 3.251  -0.0580
C 2.192 0.851 2.191  0.0839
C -1.060 -2.865 -1.779  -1.9557
H 2.851 0.798 -1.644  0.3595
H -1.925 -2.953 -1.114  0.3415
Cl 0.111 2.318 0.510  -0.3418
C 0.764 0.426 -1.893  0.1602
H -0.870 -0.285 3.136  0.2709
C -1.409 -0.347 -2.148  0.3155
H 2.442 1.004 5.606  0.2918
C 2.740 1.089 3.450  -0.4807
H 2.194 1.202 -3.235  0.2602
H 2.146 -2.243 -2.712  0.2948
H 1.893 -2.687 -1.010  0.3710
H -0.270 2.897 -2.430  0.3861
H 0.140 0.082 5.401  0.3219
H -1.929 2.462 -2.016  0.3826
H -1.367 -3.235 -2.764  0.3302
H 3.655 4.233 0.496  0.0467
H -3.326 -1.165 -1.665  0.3243

Computed properties:
- HOMO-LUMO gap (alpha / beta) (eV) = 5.4 / 5.3
- HOMO level (alpha / beta) (eV) = -0.094 / -0.108
- spin multiplicity = 5
- net charge = -2